The following is a quantum chemistry calculation of the ion C2H2NOS2 with charge -1 in a non-equilibrium geometry, from OMol25.

Each atom is followed by the atoms it is bonded to, with distances in Å.
Element x y z (Å)
1 N 0.1078 -1.1715 0.7381  C2 1.366, H7 0.967, H8 1.038
2 C 0.4947 -0.3043 -0.2439  N1 1.366, S3 1.655, C4 1.848
3 S 1.7854 -0.7032 -1.2003  C2 1.655
4 C -0.5074 1.2444 -0.3605  C2 1.848, O5 1.211, S6 1.871
5 O 0.1935 2.2147 -0.1740  C4 1.211
6 S -2.2127 1.7282 -0.9608  C4 1.871
7 H -0.5384 -0.9691 1.4284  N1 0.967
8 H 0.6771 -2.0392 0.7729  N1 1.038

Largest force on an atom in eV Å⁻¹: 3.41
LUMO energy in eV: 3.5
SMILES: NC(=S)C([O-])=S
ΔE to the lowest compared entry with this formula, charge and spin in kcal per mole: 35.60
Total charge: -1
DFT total energy in eV: -27314.628
Frontier orbital gap in eV: 6.93